{"formula": "C29H58O22S6", "method": "ωB97M-V/def2-TZVPD", "de_lowest_ev": 0.000, "homo_energy_ev": -9.369, "smiles": "O=C1OC[C@H](CC(=O)c2ccccc2)O1.CCOS(C)(=O)=O.CCOS(C)(=O)=O.CCOS(C)(=O)=O.CCOS(C)(=O)=O.CCOS(C)(=O)=O.CCOS(C)(=O)=O", "symbols": ["O", "C", "O", "C", "C", "C", "C", "O", "C", "C", "C", "C", "C", "C", "O", "H", "H", "H", "H", "H", "H", "H", "H", "H", "H", "C", "C", "O", "S", "C", "O", "O", "H", "H", "H", "H", "H", "H", "H", "H", "C", "C", "O", "S", "C", "O", "O", "H", "H", "H", "H", "H", "H", "H", "H", "C", "C", "O", "S", "C", "O", "O", "H", "H", "H", "H", "H", "H", "H", "H", "C", "C", "O", "S", "C", "O", "O", "H", "H", "H", "H", "H", "H", "H", "H", "C", "C", "O", "S", "C", "O", "O", "H", "H", "H", "H", "H", "H", "H", "H", "C", "C", "O", "S", "C", "O", "O", "H", "H", "H", "H", "H", "H", "H", "H"], "positions_angstrom": [[6.389263, -0.413354, 1.406429], [5.980081, 0.581566, 0.877566], [5.745768, 0.695436, -0.490169], [5.239176, 2.032683, -0.705883], [4.485452, 2.146727, 0.633430], [3.738838, 3.424678, 0.934751], [2.265678, 3.427231, 0.454646], [1.691676, 4.480348, 0.261730], [1.533703, 2.097392, 0.290262], [1.090685, 1.504905, 1.452900], [0.450378, 0.287545, 1.368746], [0.291003, -0.292040, 0.129778], [0.723120, 0.309338, -1.033656], [1.368027, 1.533844, -0.953172], [5.626785, 1.790143, 1.464552], [6.128146, 2.695895, -0.676706], [4.638110, 2.123883, -1.613075], [3.921504, 1.198916, 0.649448], [3.705143, 3.574121, 2.026476], [4.244789, 4.294598, 0.498344], [1.268971, 1.993839, 2.408907], [0.120404, -0.192564, 2.286715], [-0.187766, -1.265887, 0.042713], [0.592576, -0.174664, -1.998382], [1.765719, 2.072390, -1.811710], [-5.549120, -1.736009, 3.025215], [-5.307402, -0.260336, 3.281689], [-4.517969, -0.055383, 4.467704], [-2.936246, -0.256730, 4.407703], [-2.585068, 0.500554, 5.960661], [-2.397621, 0.567501, 3.367236], [-2.632246, -1.650936, 4.495246], [-4.630750, -2.254687, 2.752272], [-6.264792, -1.874733, 2.214941], [-5.935368, -2.210420, 3.929545], [-4.849382, 0.233663, 2.423074], [-6.264462, 0.228768, 3.462313], [-2.866777, 1.548908, 5.911880], [-1.515837, 0.404080, 6.138440], [-3.141934, -0.016286, 6.738573], [4.303173, -0.504281, -6.600829], [5.685206, -0.188284, -6.068652], [5.837320, -0.580470, -4.695819], [6.082667, -2.127227, -4.365129], [6.590002, -1.896947, -2.696695], [7.191952, -2.593482, -5.140354], [4.827180, -2.813040, -4.388221], [4.149132, -1.579358, -6.672342], [4.170144, -0.074758, -7.594692], [3.533898, -0.109303, -5.936213], [6.461034, -0.648804, -6.683655], [5.848144, 0.888570, -6.096672], [7.513024, -1.323578, -2.691233], [6.754265, -2.877865, -2.255369], [5.803069, -1.372931, -2.159665], [-8.058546, -0.162766, -2.747827], [-8.226784, -1.411949, -1.904396], [-7.327147, -2.458427, -2.306525], [-5.802087, -2.360728, -1.839321], [-5.357782, -4.019473, -2.232348], [-5.764004, -2.200244, -0.417572], [-5.108848, -1.464266, -2.709073], [-7.093494, 0.309189, -2.563594], [-8.840310, 0.561340, -2.515387], [-8.102867, -0.406432, -3.809648], [-8.103484, -1.191860, -0.842075], [-9.232767, -1.807926, -2.037185], [-5.936163, -4.689071, -1.601265], [-4.294660, -4.143825, -2.034773], [-5.562315, -4.203172, -3.284118], [-7.318374, -1.887259, 7.601864], [-7.345354, -0.566182, 6.857607], [-7.975023, 0.471699, 7.629243], [-7.124942, 1.154134, 8.794294], [-8.190428, 2.531567, 9.063108], [-5.884274, 1.616319, 8.249426], [-7.158234, 0.310969, 9.947345], [-6.657786, -1.837489, 8.467375], [-6.961939, -2.684576, 6.948488], [-8.313008, -2.143739, 7.967974], [-6.340785, -0.261666, 6.556215], [-7.935771, -0.677088, 5.948512], [-8.206789, 3.143666, 8.165186], [-7.788506, 3.098952, 9.899924], [-9.184803, 2.163643, 9.303154], [0.668237, -6.633452, -5.894811], [0.545022, -5.214248, -6.413316], [-0.815665, -4.875822, -6.741418], [-1.807051, -4.516338, -5.549364], [-3.095083, -3.828140, -6.536662], [-1.226067, -3.478056, -4.755132], [-2.281738, -5.730885, -4.960547], [0.187419, -6.740213, -4.922503], [1.717778, -6.907430, -5.786228], [0.184284, -7.335460, -6.574855], [0.954974, -4.496241, -5.701261], [1.112699, -5.114034, -7.336126], [-2.721230, -2.934024, -7.028299], [-3.919757, -3.576574, -5.872689], [-3.413015, -4.570223, -7.264898], [7.675156, 7.607429, 0.110255], [9.129982, 7.179780, 0.129152], [9.324440, 5.963108, 0.872189], [8.939557, 4.584012, 0.170848], [9.744939, 3.521541, 1.321951], [9.606173, 4.501385, -1.091697], [7.525528, 4.387573, 0.276744], [7.067886, 6.910780, -0.467728], [7.575355, 8.596591, -0.337698], [7.267564, 7.631401, 1.121315], [9.525044, 7.074298, -0.882940], [9.726343, 7.940617, 0.630587], [10.814938, 3.707237, 1.281175], [9.527797, 2.495800, 1.030117], [9.351492, 3.718837, 2.316067]], "forces_ev_per_angstrom": [[-0.29, 1.44, -0.49], [0.28, 0.06, -0.51], [0.48, -0.41, 0.69], [0.12, 0.29, 0.97], [0.61, -0.42, -1.58], [-0.02, -0.18, 0.39], [-0.40, 0.33, -0.31], [0.63, -0.71, 0.10], [0.96, 1.52, 0.51], [0.05, -0.04, 0.28], [0.08, -0.01, 0.68], [-0.61, -1.14, -0.31], [0.31, 0.25, -0.47], [0.08, 0.11, -0.25], [-0.06, -1.28, 0.56], [-0.77, 0.03, -0.35], [0.20, -0.38, 0.11], [-1.01, 0.93, 0.15], [-0.02, 0.00, -0.24], [-0.12, -0.15, 0.16], [-0.11, -0.13, -0.11], [-0.12, -0.05, -0.32], [0.03, 0.18, 0.14], [-0.05, 0.03, 0.21], [-0.22, -0.28, -0.04], [0.17, -0.12, 0.07], [-0.36, -0.42, -0.58], [0.13, 0.14, 0.13], [-0.33, 0.54, 0.71], [-0.04, 0.00, 0.08], [0.02, -0.37, -0.24], [0.13, -0.02, -0.34], [0.00, 0.05, -0.02], [0.02, 0.09, -0.01], [-0.05, 0.02, -0.02], [0.18, -0.01, 0.11], [0.16, 0.17, 0.26], [-0.03, -0.03, -0.02], [0.00, -0.05, -0.08], [0.00, 0.01, -0.02], [-0.13, -0.23, 0.07], [-0.18, 0.15, -0.64], [0.10, -0.11, 0.18], [0.11, 0.53, 0.51], [-0.03, 0.05, 0.09], [-0.17, -0.14, -0.25], [0.08, -0.16, -0.21], [0.00, -0.04, -0.02], [0.06, 0.06, 0.03], [0.03, 0.07, -0.04], [0.04, -0.10, 0.16], [0.10, -0.03, 0.28], [-0.03, 0.01, -0.01], [-0.04, -0.04, -0.11], [0.03, 0.01, 0.00], [0.29, 0.06, -0.03], [-0.40, 0.62, 0.03], [0.14, -0.16, 0.09], [-0.25, -0.70, -0.34], [-0.01, -0.11, -0.04], [0.03, 0.38, 0.07], [0.09, 0.18, 0.20], [-0.03, 0.00, 0.01], [-0.05, -0.07, 0.02], [-0.09, -0.02, 0.02], [0.16, -0.12, -0.01], [0.14, -0.27, -0.04], [-0.01, 0.02, -0.01], [0.00, 0.13, 0.02], [-0.01, 0.04, 0.01], [0.07, 0.04, 0.28], [0.33, -0.71, -0.27], [-0.03, 0.29, 0.09], [-0.59, 0.18, -0.28], [-0.08, 0.05, -0.06], [0.18, -0.20, 0.12], [0.28, -0.01, 0.06], [0.01, -0.01, -0.03], [-0.03, 0.06, -0.06], [-0.01, -0.01, -0.09], [-0.04, 0.16, 0.10], [-0.15, 0.29, 0.10], [0.02, -0.03, 0.00], [0.07, -0.07, 0.00], [0.03, -0.03, 0.00], [-0.24, -0.07, 0.18], [0.68, -0.36, 0.22], [-0.20, 0.17, -0.02], [-0.15, 0.16, -0.71], [-0.02, 0.00, -0.12], [0.07, -0.23, 0.27], [0.04, 0.09, 0.33], [0.03, 0.01, -0.01], [0.02, 0.07, -0.06], [0.08, 0.03, -0.05], [-0.19, 0.08, 0.01], [-0.24, 0.14, -0.13], [0.02, -0.01, 0.03], [0.07, -0.01, 0.07], [0.02, -0.01, 0.03], [-0.17, -0.25, -0.04], [-0.28, 0.65, -0.33], [0.07, -0.26, 0.01], [0.53, 0.04, 0.68], [0.04, 0.02, 0.09], [-0.30, 0.06, -0.21], [-0.14, -0.02, -0.33], [0.02, 0.03, -0.02], [0.08, 0.01, 0.03], [0.06, 0.08, 0.00], [0.02, -0.20, 0.05], [0.12, -0.24, 0.16], [-0.02, 0.02, -0.03], [-0.06, 0.04, -0.06], [-0.03, 0.00, -0.03]]}